Entry from the Open Molecules 2025 dataset: a 2-piece molecular cluster, C2H5ClO2 overall (ωB97M-V/def2-TZVPD).

## Properties
**Molar mass**: 96.513 g mol⁻¹
**HOMO-LUMO gap (spin up / spin down)**: 8.11 / 6.22 eV
**Relative energy (zero: lowest compared OMol25 entry of this formula, charge and spin)**: 0.000 eV
**2S+1**: 3
**E_HOMO (spin up / spin down)**: -7.26 / -10.40 eV
**E**: -689.6749 hartree

CARTESIAN COORDINATES (ANGSTROEM)
C  0.63724  0.54651  0.44869
C  -3.40562  -0.42386  -0.29744
O  0.13354  -0.53352  -0.26023
O  -2.59740  0.45389  -0.27905
Cl  -5.06585  -0.27960  0.32934
H  0.01800  1.50856  0.19391
H  0.77136  0.37235  1.51449
H  -3.18972  -1.32749  -0.95806
H  -0.83741  -0.49076  -0.39011
H  1.59607  0.84138  0.04909

Mulliken population analysis, charges in e, atoms 1 to 2: -0.505, -0.017